Entry 1:
Here is a structure of composition C43H44N3P3RhSi in a non-equilibrium geometry from OMol25. Energies are from ωB97M-V/def2-TZVPD.

As for the spin multiplicity: 1. The value obtained for the frontier orbital gap (spin up / spin down) is 5.7 / 5.7 eV. The HOMO energy (spin up / spin down) is -15.4 / -15.4 eV. The net charge is +3.

Structure (XYZ):
```
95
C43H44N3P3RhSi | OMol25 | ωB97M-V/def2-TZVPD
H 1.00 -0.93 -6.08
C 0.45 -1.28 5.46
C 1.29 -6.41 -0.83
H 1.61 -7.45 -0.86
C -2.88 -1.19 -0.35
C 2.96 3.01 -4.29
H -1.96 -1.23 -3.01
C -0.46 3.52 0.91
H -1.35 -0.80 -5.36
H 2.79 -1.36 -4.41
H 2.20 -1.74 -2.05
H 3.17 2.64 -5.29
H -4.43 -4.73 -0.59
C 1.42 -1.52 -2.78
H 4.27 4.70 -4.47
H 0.09 -2.61 2.33
Si -2.14 0.53 0.04
H 2.96 -0.99 6.03
C -2.36 3.55 -3.55
C -2.62 -3.58 -0.64
C -1.04 2.30 -1.96
C 2.67 -0.56 5.07
H 3.42 -0.16 2.58
C 2.09 2.32 -3.47
Rh 0.18 0.07 0.24
C 2.08 -2.71 4.25
C -3.48 2.83 -3.17
C 3.30 4.64 -2.56
H -2.00 -4.45 -0.79
H -4.28 1.30 -1.91
H -4.44 3.03 -3.65
C -2.18 1.61 -1.55
H -0.20 0.97 4.15
C -3.22 1.39 1.34
C 0.59 2.72 0.44
H 3.77 5.55 -2.21
P 0.98 -0.33 2.41
C 0.75 -1.07 -5.04
C 1.08 -5.71 -2.00
P 0.57 1.92 -1.19
H 1.45 1.54 3.95
H -0.99 -1.56 3.21
N 0.59 -2.35 4.37
C -0.58 -1.00 -4.64
H 1.25 -6.34 1.32
C 1.08 -5.80 0.40
H -4.90 -0.51 -0.08
H 1.02 4.77 3.69
C 1.75 -1.33 -4.11
H 0.46 -4.03 1.41
C -1.13 3.28 -2.95
H -0.61 -1.00 5.52
C -4.81 -2.64 -0.32
H -2.70 2.22 1.82
H -2.42 4.31 -4.31
H -3.54 0.69 2.12
C -0.30 4.25 2.07
C -4.26 -1.37 -0.24
H -1.10 4.90 2.42
H 3.30 0.31 4.88
H 2.87 3.36 2.88
H 2.20 4.37 -0.76
C 0.65 -4.48 0.44
H 1.23 -6.18 -2.96
H 0.76 -1.73 6.40
H 2.19 -3.44 3.44
C -4.00 -3.74 -0.52
N 1.26 -0.16 5.14
H -1.38 3.60 0.34
C 3.58 4.17 -3.84
H 2.37 -3.18 5.19
H 2.60 2.04 0.80
C -0.92 -1.23 -3.31
C 1.81 2.79 -2.19
C 2.71 -0.98 2.69
C 1.93 3.37 2.34
C 0.89 4.18 2.79
C -2.06 -2.30 -0.57
H -0.25 3.83 -3.26
C 0.06 -1.83 3.08
C 1.78 2.64 1.18
C 0.43 -3.77 -0.73
C 2.42 3.96 -1.74
C 0.83 0.64 4.02
C 0.65 -4.39 -1.96
C -3.39 1.86 -2.18
H 0.07 -3.18 4.65
H -4.11 1.79 0.85
H 0.49 -3.85 -2.89
P -0.26 -2.08 -0.69
N 2.86 -1.55 4.01
H -5.88 -2.76 -0.21
H 2.96 -1.72 1.92
C 0.08 -1.51 -2.38
H 1.60 1.43 -3.83
```

Per-atom Mulliken charges, elementary charge units: H 0.46; C -0.78; C -0.74; H 0.43; C 0.18; C -0.70; H 0.53; C -1.49; H 0.49; H 0.52; H 0.43; H 0.48; H 0.49; C 0.27; H 0.43; H -1.00; Si 1.30; H 0.31; C -0.91; C -1.07; C 0.51; C -0.96; H 0.43; C 0.08; Rh -2.13; C -0.75; C -0.85; C -0.84; H 0.47; H 0.41; H 0.48; C 0.25; H 0.45; C -1.50; C 0.38; H 0.46; P 2.58; C -0.72; C -0.85; P 2.70; H 0.43; H 0.55; N 0.18; C -0.76; H 0.45; C -0.97; H 0.43; H 0.48; C -1.07; H 0.53; C -0.98; H 0.39; C -1.01; H 0.43; H 0.49; H 0.44; C -0.93; C -0.67; H 0.52; H 0.39; H 0.55; H 0.36; C -0.35; H 0.48; H 0.37; H 0.40; C -0.94; N 0.21; H 0.89; C -0.63; H 0.37; H 0.76; C -0.51; C 0.33; C -1.36; C -1.02; C -0.40; C 0.64; H 0.51; C 0.14; C -0.44; C 0.50; C -0.56; C -1.24; C -0.46; C -0.71; H 0.38; H 0.46; H 0.48; P 2.27; N 0.30; H 0.48; H 0.44; C 0.37; H 0.37

---

Entry 2:
Here is a structure of composition C43H45As2N2O9S2Ti in a non-equilibrium geometry from OMol25. Energies are from ωB97M-V/def2-TZVPD.

As for the spin multiplicity: 3. Its energy above the lowest of the compared OMol25 structures with the same formula, charge and spin is 23.4 kJ/mol. The value obtained for the frontier orbital gap (spin up / spin down) is 6.0 / 5.9 eV. The HOMO energy (spin up / spin down) is -3.8 / -4.4 eV. The expectation value of S² is 2.014. The net charge is -1.

Structure (XYZ):
```
104
C43H45As2N2O9S2Ti | OMol25 | ωB97M-V/def2-TZVPD
O -0.12 3.55 -4.14
O 1.16 -1.08 -0.56
C 0.53 1.37 4.55
H 5.08 -4.94 1.39
C 4.19 -5.22 -0.58
C 1.28 -0.17 -1.44
H 2.53 1.95 1.01
C -3.35 -4.13 2.60
O 0.17 6.05 -0.51
C -2.13 -5.01 0.27
H -3.38 1.93 -0.76
O -2.32 2.84 1.52
H 0.89 2.08 5.29
C -3.86 -3.53 -1.83
S -2.31 -1.49 4.07
O 1.91 5.29 0.63
H 4.23 -0.96 -2.48
C 4.22 -4.78 0.75
H 3.04 -3.74 2.25
C -2.16 -3.22 -3.47
C -1.87 -2.12 2.51
H -3.81 -3.78 3.52
H -0.75 4.95 -5.45
H -1.68 -5.38 -0.65
H -1.20 6.74 -1.80
C -0.97 3.90 -5.22
H -2.36 5.40 2.77
C 0.64 1.91 -2.64
C -2.70 -2.86 -2.23
O 1.02 -3.28 1.07
H 1.24 5.20 -2.93
C 3.57 1.30 4.24
C 3.07 -4.97 -1.34
As 1.95 2.99 -1.73
C -0.61 0.64 4.85
H 4.13 2.16 1.70
C -1.05 -0.30 3.93
N 2.04 -3.89 0.48
C -2.06 -1.83 -1.38
C 3.34 -1.22 -1.91
C -1.75 -3.75 0.74
C -0.28 2.27 -3.69
C 0.58 3.63 -0.42
H -1.26 -2.71 -3.82
H 3.71 0.23 4.10
H -4.44 -5.97 2.57
C 3.13 -4.12 1.24
H 2.14 3.62 4.40
C -4.44 -4.51 -2.62
H 1.28 0.07 1.50
C -1.27 3.36 1.22
As -1.04 1.07 -0.44
H 3.01 -5.29 -2.37
H -2.83 -1.34 -0.77
H -2.86 1.01 -2.21
C -0.41 2.89 0.10
H 3.20 1.47 5.25
H -1.79 5.40 -0.80
H -3.33 -6.77 0.50
H 4.55 1.79 4.15
H 2.95 -2.18 -2.24
H -0.81 5.41 3.65
H -5.34 -5.01 -2.27
C 0.76 0.27 2.43
C 2.60 1.86 3.19
S 0.58 -3.89 -1.75
H -0.68 5.08 -2.15
C -2.57 1.76 -1.47
C 1.25 1.17 3.37
C -2.38 -3.36 1.94
O 2.41 -0.18 -2.18
C 1.96 -4.27 -0.83
O -1.12 1.54 -4.17
N -0.92 -1.46 1.90
O -0.76 4.40 1.91
H -2.02 3.79 -4.94
C -1.49 4.81 3.06
H -4.33 -5.63 -4.45
C 2.17 4.67 -2.74
H 5.03 -5.74 -1.00
C -2.73 -4.20 -4.26
H 3.43 3.86 3.23
H -4.30 -3.28 -0.87
C 0.93 5.03 -0.02
C -0.94 5.78 -1.36
H 3.58 -1.27 -0.85
H -1.83 3.93 3.62
C -3.69 -5.36 2.08
H -2.32 2.69 -1.97
H 3.41 0.55 1.64
H 2.62 4.41 -3.70
H -0.78 3.28 -6.09
C -3.88 -4.86 -3.84
H -1.60 -1.08 -2.05
C -0.39 -0.46 2.71
H 1.77 3.81 2.68
C -3.06 -5.80 0.91
C 2.47 3.38 3.39
H 2.85 5.31 -2.18
C 3.20 1.61 1.80
C 0.34 0.81 -1.77
H -1.13 0.78 5.79
H -2.28 -4.46 -5.21
Ti -0.43 -2.24 0.02
```

Mulliken atomic charge list, values in e, 99 entries: O -0.15; O 0.34; C -0.01; H 0.42; C -0.27; C -0.38; H 0.43; C -1.04; O -0.38; C -0.20; H 0.48; O -0.61; H 0.43; C -0.15; S -0.61; O -0.64; H 0.31; C -0.84; H 0.50; C -0.09; C 0.70; H 0.39; H 0.23; H 0.31; H 0.31; C -0.86; H 0.30; C 0.24; C 0.14; O -0.17; H 0.21; C -2.06; C -0.81; As 0.23; C -1.26; H 0.56; C 1.15; N 0.39; C -0.95; C -0.73; C 0.83; C 0.33; C 1.30; H 0.43; H 0.36; H 0.38; C -0.29; H 0.31; C -0.73; H -0.03; C -0.52; As 0.61; H 0.45; H 0.40; H 0.35; C 0.23; H 0.37; H 0.18; H 0.46; H 0.47; H 0.21; H 0.26; H 0.40; C 0.35; C 2.37; S -0.29; H 0.06; C -1.60; C 0.28; C 0.58; O -0.30; C 0.32; O -0.63; N 1.46; O -0.11; H 0.33; C -0.90; H 0.37; C -1.15; H 0.38; C -0.74; H 0.49; H 0.33; C -0.41; C -0.32; H 0.25; H 0.29; C -0.86; H 0.31; H 0.27; H 0.49; H 0.32; C -0.53; H 0.67; C -1.83; H 0.11; C -0.82; C -1.67; H 0.37

---

Entry 3:
Here is a structure of composition C43H45F6GaN2O3P in a non-equilibrium geometry from OMol25. Energies are from ωB97M-V/def2-TZVPD.

As for the spin multiplicity: 1. The value obtained for the frontier orbital gap is 6.6 eV. The HOMO energy is -4.6 eV. The net charge is -1.

Structure (XYZ):
```
101
C43H45F6GaN2O3P | OMol25 | ωB97M-V/def2-TZVPD
C -6.82 -7.02 -0.95
N -0.69 4.95 -2.33
C 1.57 4.77 3.51
H -0.62 0.25 -1.86
H -4.97 -4.13 0.15
H 2.87 6.45 6.16
H 1.87 2.37 -6.23
H 3.56 5.39 4.03
H -0.58 4.39 0.98
C 2.91 -7.09 -2.67
H -5.23 -3.32 -2.17
H 5.40 -0.26 -3.58
H -1.70 4.84 -2.54
C 4.72 3.64 -1.63
H -1.21 5.35 5.36
C 0.79 1.64 -4.84
H 0.17 1.13 2.66
C 2.52 5.38 4.33
H -5.97 5.59 6.50
C 2.91 2.40 -0.60
F 6.62 -6.04 -1.25
H 3.79 0.13 -1.72
C 5.45 -2.52 -0.43
H -6.89 -8.77 0.30
H 2.86 3.31 0.11
H 5.85 -5.73 -3.71
H 2.49 -7.73 -0.66
C -4.15 -3.61 -0.33
C -4.15 8.90 5.65
H 3.61 -6.38 -4.58
H 2.06 3.37 -4.16
H 3.00 1.46 0.10
F -1.05 -1.66 -2.17
C 6.35 -2.76 -1.47
H 1.86 4.29 2.58
C -5.22 -8.54 -2.66
H 1.12 -0.44 -1.58
C -6.33 -6.48 -2.13
H -2.85 -3.77 1.37
H 4.41 4.44 -0.87
H -2.26 3.47 -0.04
C 0.37 0.37 -1.29
H 2.82 1.70 -3.89
H -7.43 -6.41 -0.29
P -0.38 3.85 -1.20
N 1.00 1.80 -6.16
H 7.03 -2.13 -3.42
C 3.85 -6.54 -3.53
C -4.30 -3.15 -1.64
C -3.25 -2.49 -2.26
H -3.63 9.82 5.40
C -0.16 5.36 5.09
C 0.03 0.62 1.63
H -2.47 7.63 5.14
Ga 1.21 2.22 -1.82
C 2.13 5.98 5.52
F -0.68 4.18 3.11
F -3.54 5.32 5.65
F 3.68 -1.26 0.46
C 6.33 -1.94 -2.61
C -5.71 -9.10 -1.47
H -5.96 9.88 6.24
H -7.14 7.77 6.81
H 4.63 4.11 -2.68
H 7.06 -3.58 -1.41
C 5.11 -6.17 -3.05
H -0.15 1.04 -4.56
H 0.48 6.43 6.84
C -1.90 -2.75 -0.27
C -2.96 -3.41 0.35
O -1.88 3.04 -0.85
H -5.47 -10.12 -1.22
H 4.75 -7.10 0.19
C 0.24 4.77 3.90
H -4.60 -9.14 -3.32
O 0.14 4.58 0.30
F -6.63 -5.21 -2.45
H -0.96 -2.59 0.24
H 1.93 -7.37 -3.04
C 4.48 -6.94 -0.85
C 4.54 -1.48 -0.54
C -6.51 -8.34 -0.62
C -5.47 6.52 6.27
O 4.06 2.36 -1.49
C -5.54 -7.23 -2.99
C 3.23 -7.30 -1.33
C -4.17 6.50 5.80
C 0.15 0.46 0.32
C 0.79 5.97 5.90
H 5.86 3.44 -1.43
C -6.12 7.74 6.43
C 4.51 -0.67 -1.66
C 5.41 -6.38 -1.71
C 5.41 -0.90 -2.70
H 5.46 -3.14 0.46
C -2.06 -2.29 -1.57
C -5.46 8.93 6.12
C 1.82 2.30 -3.78
C -3.49 7.67 5.49
H -3.35 -2.11 -3.28
H -5.17 -6.79 -3.91
```

Mulliken atomic charge list, values in e, 99 entries: C -0.28; N -0.95; C -0.04; H 0.26; H 0.38; H 0.35; H 0.32; H 0.38; H 0.16; C -0.46; H 0.39; H 0.39; H 0.19; C -0.75; H 0.59; C 0.08; H 0.29; C -0.51; H 0.41; C -0.20; F -0.33; H 0.22; C -0.61; H 0.34; H 0.27; H 0.40; H 0.36; C -0.42; C -0.46; H 0.36; H 0.34; H 0.18; F -0.27; C -0.43; H 0.54; C -0.39; H 0.29; C 0.22; H 0.35; H 0.29; H 0.23; C 0.03; H 0.29; H 0.42; P 1.05; N -0.78; H 0.39; C -0.43; C -0.35; C -0.52; H 0.35; C -0.12; C -0.68; H 0.43; Ga -0.45; C -0.39; F -0.28; F -0.29; F -0.28; C -0.59; C -0.42; H 0.35; H 0.34; H 0.22; H 0.45; C -0.21; H 0.30; H 0.38; C -0.22; C -0.53; O -0.49; H 0.36; H 0.41; C -0.32; H 0.35; O -0.39; F -0.31; H 0.47; H 0.37; C -0.40; C 0.05; C -0.40; C -0.45; O -0.23; C -0.31; C -0.39; C 0.44; C -0.25; C -0.62; H 0.22; C -0.42; C 0.28; C 0.33; C -0.50; H 0.45; C 0.27; C -0.46; C -0.59; C -0.25

---

Entry 4:
Here is a structure of composition C43H45NP2PdSSi in a non-equilibrium geometry from OMol25. Energies are from ωB97M-V/def2-TZVPD.

As for the spin multiplicity: 5. The value obtained for the frontier orbital gap (spin up / spin down) is 3.6 / 5.0 eV. The HOMO energy (spin up / spin down) is -3.4 / -7.4 eV. The expectation value of S² is 6.052.

Structure (XYZ):
```
94
C43H45NP2PdSSi | OMol25 | ωB97M-V/def2-TZVPD
H 2.87 -3.52 -5.93
H 0.43 -3.36 -2.56
H -1.18 -0.98 -2.76
H -1.21 3.22 4.79
H -3.13 -3.54 -0.89
H 7.29 1.68 -2.26
C 2.38 0.06 -0.89
P 1.00 -0.17 -1.82
H -3.47 -0.78 -2.07
C -3.66 -2.74 -1.31
H -0.43 4.40 -5.01
C 3.72 0.34 -1.29
C -0.49 -2.28 1.40
H 6.61 -0.75 -3.01
C 0.26 1.20 -2.88
C 1.56 -3.51 -4.18
C 5.93 -0.18 -2.28
H -2.83 -4.47 2.35
C -3.19 2.15 0.61
C 0.10 -0.15 5.98
C -1.63 -2.71 1.96
H -1.34 -5.94 1.56
S -5.33 -2.72 -0.69
H -1.16 -2.72 -1.78
C 4.69 -0.58 -1.78
C 0.16 3.74 -3.07
C -1.34 -1.51 -1.80
C 6.29 1.28 -2.11
H -3.65 2.77 -0.18
H -3.26 -0.83 -0.51
C -0.76 2.29 5.11
C 2.34 -2.78 -5.22
C -0.49 1.20 -3.98
H 0.28 4.83 -2.60
C -2.04 0.50 2.54
C 0.66 2.55 -2.37
N -0.30 -0.80 -0.98
H 4.40 -1.53 -2.12
H 3.53 -1.08 -5.67
H -3.42 1.51 3.92
H -0.95 3.52 2.00
H 3.56 1.96 2.95
C 2.53 -1.48 -5.21
C 5.33 2.19 -1.60
H 3.14 3.30 4.18
H -2.38 2.11 6.39
H 5.64 3.25 -1.31
H -5.23 -0.98 0.88
Pd 1.67 0.60 1.01
H -5.78 -2.35 1.58
H -1.68 2.18 -5.36
C -0.99 -4.95 1.40
C -5.04 -2.07 0.87
H -1.64 -0.36 7.03
H 1.46 -2.82 0.59
H -2.39 -2.03 2.28
H 1.63 -4.63 -4.37
H 2.62 0.49 -4.13
H -1.20 0.23 -4.41
C -1.13 0.34 6.44
H 0.48 -1.13 6.24
C 0.54 -3.24 1.00
C -1.50 1.55 6.04
C -0.50 3.62 -4.27
C -3.67 2.17 1.89
H 3.29 2.47 -1.01
H -0.12 4.57 3.38
C -1.55 0.49 1.29
H 0.91 -5.24 0.48
H 3.05 3.60 2.33
H -3.78 -2.94 -2.56
C 0.24 -4.61 0.92
C -1.96 -4.15 1.97
H 0.24 4.47 1.66
H -4.12 -2.40 1.22
C 1.33 -1.26 -3.26
C 4.08 1.74 -1.33
H 1.75 0.15 4.64
C 2.20 -0.72 -4.11
C 0.37 1.71 4.43
P -0.18 -0.60 0.69
H 0.87 2.79 -1.47
H -1.76 1.34 -0.68
C -3.06 1.35 2.88
C -1.00 2.39 -4.59
C -3.00 -1.51 -1.29
C 1.16 -2.59 -3.29
Si 0.99 2.34 2.87
C 2.84 2.78 3.10
C -2.19 1.35 0.32
H -1.64 -0.27 3.29
C 0.01 3.78 2.49
C 0.85 0.58 5.07
H -4.49 2.81 2.23
```

Per-atom Mulliken charges, elementary charge units: H 0.24; H -0.19; H 0.16; H 0.29; H 0.38; H 0.38; C -1.00; P 0.50; H 0.32; C -0.65; H 0.33; C 0.77; C 0.71; H 0.29; C 0.52; C -0.68; C -0.90; H 0.66; C -0.56; C -0.52; C -0.23; H 0.34; S -0.17; H -0.41; C 0.19; C -0.56; C 0.28; C -0.35; H 0.44; H -0.12; C -0.42; C -0.27; C 0.82; H 0.17; C -0.06; C -1.48; N 0.88; H 0.45; H 0.24; H 0.35; H 0.17; H 0.36; C -0.78; C -0.54; H 0.24; H 0.38; H 0.29; H 0.20; Pd -1.50; H 0.49; H 0.47; C -0.27; C -0.18; H 0.44; H 0.31; H 0.43; H 0.35; H 0.12; H -0.07; C -0.70; H 0.37; C -0.48; C -0.36; C -0.79; C -1.07; H 0.23; H 0.34; C 2.32; H 0.64; H 0.26; H 0.28; C -1.17; C -1.03; H 0.40; H -0.50; C 0.47; C -0.19; H 0.36; C 0.29; C 0.53; P 0.55; H 0.86; H 0.06; C -1.10; C -0.77; C -0.32; C 0.29; Si 0.50; C -1.09; C -0.84; H 0.47; C -0.88; C -0.36; H 0.38

---

no.,molar mass (g mol⁻¹),energy (hartree)
1,826.8,-3252.483227
2,995.7,-8569.683121
3,852.5,-4865.959260
4,804.4,-3217.966814